1.
ORCA calculation (ωB97M-V/def2-TZVPD) on a molecular structure, C19H18N7PdS.

Kohn-Sham gap in eV: 7.02
Charge: -1
Relative energy (zero: lowest compared OMol25 entry of this formula, charge and spin) in kcal/mol: 0.0
F_max in Eh/bohr: 0.0038
Electronic energy in Ha: -1644.32987
Highest occupied orbital energy in eV: -4.1

```
46
Properties=species:S:1:pos:R:3:forces:R:3
Pd 0.1582 -1.5660 2.0317 0.12 -0.02 0.11
C 1.1773 2.9922 1.1063 0.00 -0.03 0.02
N -0.0169 2.8599 0.2855 0.00 0.05 0.02
C -1.2877 2.9705 0.9922 0.00 -0.02 0.00
C -1.9635 1.6601 1.2638 -0.01 0.00 0.01
N -2.1437 0.7262 0.3751 -0.01 0.00 0.00
C -2.7911 -0.2936 1.0605 0.00 0.01 -0.01
C -3.1840 -1.5550 0.6231 0.00 0.00 0.00
C -3.7771 -2.4024 1.5397 0.00 0.00 0.00
C -3.9771 -2.0127 2.8723 0.01 0.00 0.00
C -3.5928 -0.7627 3.3234 -0.01 0.00 0.00
C -3.0064 0.0850 2.3933 0.00 0.00 0.00
N -2.5002 1.3653 2.4877 0.04 -0.03 0.01
C 1.9158 1.7117 1.3579 0.00 -0.01 0.00
N 2.0157 0.7280 0.5131 0.02 0.02 -0.01
C 2.8354 -0.2030 1.1465 -0.05 0.04 -0.02
C 3.2509 -1.4614 0.7209 -0.01 -0.01 0.00
C 4.0477 -2.2004 1.5748 0.00 0.00 0.00
C 4.4220 -1.7087 2.8333 0.00 0.00 0.00
C 4.0155 -0.4609 3.2714 0.00 0.00 0.00
C 3.2251 0.2799 2.4029 -0.01 0.00 0.01
N 2.6482 1.5315 2.5017 0.01 0.00 -0.01
H 0.9230 3.4372 2.0711 -0.01 0.00 0.00
H 1.8844 3.6769 0.6212 0.01 0.00 0.00
H 0.0164 1.9933 -0.2417 0.00 0.00 -0.01
H -1.9817 3.5829 0.4059 0.01 -0.02 -0.02
H -1.1350 3.4864 1.9424 0.00 0.02 -0.01
H -2.9893 -1.8653 -0.3947 0.00 0.00 0.00
H -4.0743 -3.3972 1.2312 0.00 0.00 0.00
H -4.4311 -2.7104 3.5658 0.00 0.00 0.00
H -3.7235 -0.4687 4.3570 0.00 0.00 0.00
H -2.2254 1.8333 3.3408 0.01 0.00 0.01
H 2.9173 -1.8536 -0.2302 0.00 0.00 0.00
H 4.3679 -3.1917 1.2798 0.00 0.00 0.00
H 5.0315 -2.3254 3.4824 0.00 0.00 0.00
H 4.2879 -0.0884 4.2507 0.00 0.00 0.00
H 2.4519 2.0245 3.3614 0.00 0.00 0.00
S 0.0465 2.3932 4.8158 -0.02 0.01 0.00
C 0.0887 0.9195 4.0610 0.03 0.01 -0.03
N 0.1147 -0.0865 3.4820 -0.03 -0.01 -0.07
C -0.6827 -4.4394 3.0960 -0.01 -0.01 -0.01
C -0.2075 -3.5361 2.0259 -0.06 -0.05 -0.18
N 0.1100 -3.3803 0.8833 -0.02 0.03 0.18
H -0.6539 -5.4797 2.7677 0.00 0.00 0.00
H -1.7052 -4.1659 3.3562 0.00 0.01 0.00
H -0.0673 -4.3145 3.9847 0.01 0.00 0.00
```
Positions in Å, forces in eV/Å.

2.
ORCA calculation (ωB97M-V/def2-TZVPD) on C4H8N2O in the gas phase.

Kohn-Sham gap in eV: 10.36
Charge: 0
SMILES: [H]/N=C(/C)CC(N)=O
Relative energy (zero: lowest compared OMol25 entry of this formula, charge and spin) in kcal/mol: 36.2
F_max in Eh/bohr: 0.0685
Electronic energy in Ha: -341.94601
Highest occupied orbital energy in eV: -9.6

```
15
Properties=species:S:1:pos:R:3:forces:R:3
H -1.0662 -2.1958 -0.2050 0.28 0.08 0.33
N -1.4071 -1.4176 0.3608 0.11 1.20 -0.39
C -0.5717 -0.4657 0.5199 2.20 -2.49 1.16
C -0.9055 0.7450 1.3398 -0.04 0.13 -0.18
C 1.0773 -0.6921 0.1631 -2.85 -0.20 0.27
C 1.2596 0.3498 -0.8592 -1.24 2.55 -0.44
N 0.1173 0.4605 -1.6816 0.98 0.37 -0.69
O 2.0358 1.2927 -0.7851 -0.17 -1.14 -0.27
H -0.0193 1.1603 1.8223 -0.03 -0.02 -0.10
H -1.6366 0.4769 2.1058 0.02 0.01 -0.20
H -1.3335 1.5155 0.6934 0.03 -0.01 0.12
H 1.1273 -1.6923 -0.2666 0.25 -0.07 0.27
H 1.7143 -0.5235 1.0319 -0.10 -0.20 -0.18
H -0.4693 -0.3082 -1.9829 0.35 0.13 0.33
H 0.0776 1.2946 -2.2565 0.23 -0.34 -0.01
```
Positions in Å, forces in eV/Å.

3.
ORCA calculation (ωB97M-V/def2-TZVPD) on C3H4N2O in the gas phase.

Kohn-Sham gap in eV: 10.07
Charge: 0
SMILES: Nc1cnoc1
Relative energy (zero: lowest compared OMol25 entry of this formula, charge and spin) in kcal/mol: 100.6
F_max in Eh/bohr: 0.1329
Electronic energy in Ha: -301.32692
Highest occupied orbital energy in eV: -9.4

```
10
Properties=species:S:1:pos:R:3:forces:R:3
N -0.0975 -0.9149 -1.3663 -3.78 -4.36 3.66
C -0.0547 -0.2341 -0.0468 0.68 1.64 -0.10
C -0.5674 1.1500 0.0262 1.96 -0.80 -0.98
N 0.0539 1.9076 0.9242 -0.67 -3.49 -0.22
O 0.8501 0.9326 1.6672 -0.98 -1.08 -1.49
C 0.7682 -0.4019 1.0456 0.35 3.46 -0.83
H -1.1045 -0.8739 -1.7606 1.85 0.95 0.58
H -0.4004 -1.9284 -0.8601 1.78 2.27 -2.26
H -1.1104 1.3862 -0.9360 0.27 0.96 1.77
H 1.6628 -1.0232 1.3068 -1.47 0.45 -0.14
```
Positions in Å, forces in eV/Å.

4.
ORCA calculation (ωB97M-V/def2-TZVPD) on 3 unconnected molecules or ions with the total composition C3H10O4.

Kohn-Sham gap in eV: 10.90
Charge: 0
SMILES: O=CCCO.O.O
Relative energy (zero: lowest compared OMol25 entry of this formula, charge and spin) in kcal/mol: 35.2
F_max in Eh/bohr: 0.0209
Electronic energy in Ha: -421.22900
Highest occupied orbital energy in eV: -10.4

```
17
Properties=species:S:1:pos:R:3:forces:R:3
O 0.8705 -0.1432 2.8591 0.09 -0.14 0.07
C 1.2319 0.6615 2.0430 -0.28 0.28 -0.18
C 0.6351 0.7535 0.6627 -0.63 -0.30 -0.24
C 1.3636 -0.0879 -0.4170 -0.18 0.69 0.81
O 0.5079 -0.3663 -1.5048 0.01 -0.10 -0.19
H 1.9867 1.4298 2.2950 0.16 -0.13 0.05
H 0.5141 1.8023 0.3925 0.34 0.07 -0.26
H -0.3832 0.3621 0.6900 0.06 -0.08 0.20
H 1.7157 -0.9986 0.0571 0.15 -0.21 -0.05
H 2.2090 0.4967 -0.7571 0.27 -0.15 -0.37
H 0.1737 -1.2661 -1.4179 -0.01 0.13 0.06
O -1.4861 0.1745 -3.7801 0.41 -0.22 0.22
H -0.5978 -0.2058 -3.7019 -0.22 0.17 -0.20
H -1.6514 0.4326 -2.8672 -0.16 0.10 -0.02
O -2.5640 -1.1418 1.5086 -0.01 0.04 -0.29
H -1.7544 -0.6215 1.5035 -0.05 -0.12 0.24
H -2.7714 -1.2819 2.4343 0.05 0.00 0.15
```
Positions in Å, forces in eV/Å.

5.
ORCA calculation (ωB97M-V/def2-TZVPD) on 2 unconnected molecules or ions with the total composition C8H12N2OS2.

Kohn-Sham gap (spin up / spin down) in eV: 7.59 / 7.59
Charge: 0
Relative energy (zero: lowest compared OMol25 entry of this formula, charge and spin) in kcal/mol: 174.2
F_max in Eh/bohr: 0.0853
Electronic energy in Ha: -1292.87021
Highest occupied orbital energy (spin up / spin down) in eV: -8.0 / -8.0

```
25
Properties=species:S:1:pos:R:3:forces:R:3
C -1.4597 -4.6861 0.2743 -0.83 0.85 2.21
C -0.9132 -2.3920 0.0639 0.08 0.68 -0.54
C 0.9572 1.5131 0.4685 0.33 0.72 -1.00
C 2.4588 1.1632 0.6066 -1.63 -0.32 0.77
C 0.9116 1.9711 1.8731 2.07 2.06 -1.35
C 2.4940 1.9208 1.9168 1.27 2.02 3.65
C -2.5187 -0.2944 -1.8486 -0.38 0.82 -1.80
C -2.2597 -0.0029 -0.3671 0.38 -3.61 -0.93
N -0.8722 -4.3718 -0.8239 -0.29 -4.37 -0.32
N -0.5414 -3.1427 -0.9424 0.37 3.92 0.15
O -0.6168 -0.4703 1.6513 0.20 0.81 2.61
S -1.7245 -3.2933 1.3173 0.70 0.13 -1.00
S -0.5321 -0.5124 0.2076 -2.09 -2.73 -2.14
H -1.7582 -5.6288 0.7549 0.28 0.15 -1.18
H 2.4017 0.0704 0.6323 0.49 -0.14 0.28
H 3.1993 1.4798 -0.0985 0.04 -0.01 -0.88
H 0.2300 2.7906 2.1414 0.37 -0.02 -0.18
H 0.6271 1.1622 2.4380 -0.92 -2.13 1.38
H 2.8263 1.5101 2.9833 -0.17 0.28 -2.50
H 3.1191 2.9173 1.8296 -1.62 -1.74 0.01
H -2.5414 -1.3382 -2.1999 0.39 0.23 0.59
H -3.5512 0.0726 -2.0846 0.73 -0.15 0.28
H -1.8535 0.2939 -2.5784 -0.69 -0.85 1.30
H -2.9930 -0.6008 0.2570 1.01 1.01 -0.36
H -2.3224 1.0194 -0.2909 -0.10 2.39 0.96
```
Positions in Å, forces in eV/Å.

6.
ORCA calculation (ωB97M-V/def2-TZVPD) on 2 unconnected molecules or ions with the total composition C7H12.

Kohn-Sham gap in eV: 10.63
Charge: 0
SMILES: C[C@@H]1C=CC1.C=C
Relative energy (zero: lowest compared OMol25 entry of this formula, charge and spin) in kcal/mol: 53.6
F_max in Eh/bohr: 0.0042
Electronic energy in Ha: -273.82311
Highest occupied orbital energy in eV: -9.4

```
19
Properties=species:S:1:pos:R:3:forces:R:3
C 2.1628 -0.6441 -1.3451 0.04 -0.01 -0.03
C 0.8942 -0.3781 -0.5469 0.14 -0.01 0.05
C -0.2147 -1.4029 -0.6914 -0.10 -0.04 -0.05
C -1.0684 -0.5509 -1.2649 -0.02 -0.12 0.05
C -0.1172 0.6261 -1.1900 0.00 0.19 -0.05
H 2.8343 0.2222 -1.3309 -0.10 -0.11 0.02
H 1.9126 -0.8635 -2.3899 0.03 0.03 0.14
H 2.7114 -1.5043 -0.9445 -0.07 0.12 -0.04
H 1.1367 -0.1270 0.4956 -0.05 -0.03 -0.18
H -0.2687 -2.4530 -0.4134 -0.02 0.14 -0.08
H -2.0895 -0.6480 -1.6293 0.20 0.02 0.06
H -0.4225 1.4408 -0.5229 0.00 -0.12 -0.13
H 0.2062 1.0481 -2.1492 -0.03 -0.08 0.13
C -0.7901 1.0122 2.7457 -0.07 -0.03 -0.03
C -1.7730 0.7320 1.8987 0.07 0.02 0.07
H -0.7585 1.9449 3.3043 -0.02 -0.13 -0.10
H 0.0261 0.3139 2.9195 -0.13 0.09 -0.03
H -2.5882 1.4298 1.7189 0.12 -0.09 0.06
H -1.7935 -0.1984 1.3358 0.01 0.16 0.14
```
Positions in Å, forces in eV/Å.

Which of these has the lowest F_max? C19H18N7PdS

Which of these has the highest relative energy (zero: lowest compared OMol25 entry of this formula, charge and spin)? C8H12N2OS2

What is the charge in the first record? -1